No. 1
C4H9NO2 | ωB97M-V/def2-TZVPD

CARTESIAN COORDINATES (ANGSTROEM)
N (-2.10746, -1.06720, 0.52944)
C (-1.79027, 0.25735, 0.65805)
O (-2.37866, 1.00256, 1.42074)
C (-0.62462, 0.69495, -0.20818)
C (0.71439, 0.41785, 0.49354)
C (1.83830, 0.18384, -0.50019)
O (1.50365, -0.98268, -1.23680)
H (-2.76673, -1.46233, 1.18231)
H (-1.52473, -1.69262, -0.00461)
H (-0.64397, 0.15053, -1.15718)
H (-0.73909, 1.76138, -0.41571)
H (0.96875, 1.24231, 1.16813)
H (0.63410, -0.48573, 1.10908)
H (1.94702, 1.05412, -1.16632)
H (2.78945, 0.05085, 0.03626)
H (2.17988, -1.12518, -1.90856)

Computed properties:
ΔE to the lowest compared entry with this formula, charge and spin in kcal per mole: 13.5
E in Eh: -363.06395
Strongest force on any atom in eV Å⁻¹: 0.43
E_LUMO in hartree: 0.027
SMILES: NC(=O)CCCO
Total charge: 0

Taken from the natural (NBO) analysis, the atomic charges in e are: N -0.834; C 0.680; O -0.614; C -0.509; C -0.408; C -0.060; O -0.735; H 0.401; H 0.396; H 0.225; H 0.231; H 0.221; H 0.209; H 0.158; H 0.167; H 0.474

---

No. 2
C28H23BN7O4PS2Sn | ωB97M-V/def2-TZVPD

CARTESIAN COORDINATES (ANGSTROEM)
Sn (1.33592, -1.05671, -0.86696)
C (0.65457, -6.08368, -2.32061)
C (1.21335, -5.09801, -1.48844)
N (0.97824, -3.88365, -1.95981)
N (0.27119, -4.05165, -3.09030)
C (0.06238, -5.35927, -3.33334)
B (-0.20581, -2.85470, -3.93322)
N (-1.32447, -2.06587, -3.22519)
C (-2.61359, -1.97627, -3.59577)
C (-3.29230, -1.23366, -2.65369)
C (-2.30945, -0.90390, -1.70950)
N (-1.13182, -1.39675, -2.06955)
N (0.99130, -1.93499, -4.25870)
C (1.50853, -1.70632, -5.47411)
C (2.54151, -0.80093, -5.35329)
C (2.58825, -0.52452, -3.98409)
N (1.64461, -1.19952, -3.33616)
H (0.68000, -7.15339, -2.20213)
H (1.77124, -5.21410, -0.57236)
H (-0.49303, -5.67104, -4.20170)
H (-0.64947, -3.29043, -4.97126)
H (-2.95220, -2.46663, -4.49324)
H (-4.33726, -0.97780, -2.64012)
H (-2.40314, -0.35728, -0.78157)
H (1.09872, -2.20747, -6.33456)
H (3.16590, -0.40139, -6.13230)
H (3.25299, 0.12416, -3.44305)
O (0.61621, 5.83659, -3.08179)
C (1.67256, 5.31646, -2.67184)
O (2.81451, 5.79738, -2.56062)
C (1.54536, 3.82755, -2.26111)
C (0.32472, 3.16692, -2.34396)
C (0.24621, 1.83133, -2.00618)
N (1.31862, 1.13931, -1.60662)
C (2.50003, 1.76333, -1.50959)
C (2.64610, 3.10254, -1.82347)
C (3.68401, 0.89093, -1.10772)
O (4.79194, 1.38593, -1.02526)
O (3.38412, -0.35285, -0.92195)
H (-0.53938, 3.71926, -2.68531)
H (-0.68070, 1.28001, -2.07122)
H (3.61421, 3.57501, -1.74982)
S (-2.76257, 0.79278, 1.77800)
P (-1.13837, 0.61342, 2.89689)
S (0.56328, -0.10108, 2.13841)
C (-1.57519, -0.39198, 4.37461)
C (-2.59000, 0.06207, 5.21648)
C (-2.96505, -0.66963, 6.33064)
C (-2.33324, -1.87686, 6.61239)
C (-1.32734, -2.33663, 5.77720)
C (-0.94590, -1.59314, 4.66485)
C (-0.77023, 2.21915, 3.71535)
C (-1.53503, 3.34825, 3.45917)
C (-1.22595, 4.56179, 4.06575)
C (-0.15330, 4.64880, 4.93730)
C (0.61603, 3.52012, 5.20093)
C (0.31238, 2.31651, 4.58847)
H (-3.09352, 0.99307, 4.98229)
H (-3.75362, -0.30396, 6.97735)
H (-2.62614, -2.45422, 7.48176)
H (-0.83236, -3.27643, 5.99022)
H (-0.15309, -1.93449, 4.00983)
H (-2.36651, 3.26310, 2.77014)
H (-1.81976, 5.44026, 3.84519)
H (0.09796, 5.59643, 5.39897)
H (1.46461, 3.58587, 5.87072)
H (0.92822, 1.44286, 4.76856)

Computed properties:
ΔE to the lowest compared entry with this formula, charge and spin in kcal per mole: 0.0
E in Eh: -3142.26767
Strongest force on any atom in eV Å⁻¹: 0.43
E_LUMO in hartree: 0.152
Total charge: -2

Taken from the natural (NBO) analysis, the atomic charges in e are: Sn 1.456; C -0.381; C -0.059; N -0.272; N -0.333; C -0.033; B 0.568; N -0.330; C -0.026; C -0.371; C -0.049; N -0.322; N -0.315; C -0.006; C -0.368; C -0.015; N -0.353; H 0.210; H 0.199; H 0.205; H -0.063; H 0.204; H 0.217; H 0.247; H 0.208; H 0.221; H 0.226; O -0.759; C 0.731; O -0.749; C -0.043; C -0.223; C 0.045; N -0.583; C 0.078; C -0.197; C 0.753; O -0.637; O -0.880; H 0.246; H 0.211; H 0.265; S -0.705; P 1.160; S -0.696; C -0.376; C -0.128; C -0.249; C -0.227; C -0.224; C -0.198; C -0.389; C -0.198; C -0.221; C -0.218; C -0.245; C -0.127; H 0.216; H 0.198; H 0.195; H 0.200; H 0.245; H 0.245; H 0.202; H 0.198; H 0.200; H 0.219

---

No. 3
C5H9ClP | ωB97M-V/def2-TZVPD

CARTESIAN COORDINATES (ANGSTROEM)
C (3.33199, -1.03537, 0.57141)
C (4.30245, -0.31610, 0.47245)
C (-1.12477, 1.06297, 1.30308)
C (-1.31217, -1.74732, -0.01032)
C (-0.47231, 0.66250, -1.56308)
P (-0.36488, -0.11833, 0.09614)
Cl (4.86078, 1.18564, 0.17473)
H (-2.20130, 1.04116, 0.97890)
H (-0.45461, 1.88509, 1.28501)
H (-0.88705, 0.76057, 2.43861)
H (-2.40041, -1.34630, -0.06261)
H (-0.84935, -2.31966, 0.90883)
H (-1.02644, -2.25169, -0.87805)
H (-1.26260, 0.23225, -2.07179)
H (0.43964, 0.54436, -2.17966)
H (-0.57898, 1.76023, -1.46365)

Computed properties:
ΔE to the lowest compared entry with this formula, charge and spin in kcal per mole: 128.4
E in Eh: -996.91748
Strongest force on any atom in eV Å⁻¹: 4.92
E_LUMO (alpha / beta) in hartree: -0.251 / -0.228
Total charge: +1

Taken from the natural (NBO) analysis, the atomic charges in e are: C 0.026; C -0.250; C -0.965; C -0.917; C -0.977; P 1.334; Cl 0.236; H 0.285; H 0.274; H 0.300; H 0.276; H 0.290; H 0.260; H 0.261; H 0.293; H 0.274

---

No. 4
C7H17NO | ωB97M-V/def2-TZVPD

CARTESIAN COORDINATES (ANGSTROEM)
C (-1.50318, -0.02891, -0.73138)
C (-1.66405, 1.39478, -0.29012)
C (-2.62977, -0.97115, -0.44027)
C (-0.14017, -0.77641, 1.06674)
N (-0.80200, -0.22357, -1.84816)
H (0.09685, 0.32573, -1.87155)
H (-0.71524, -1.18395, -2.15493)
H (-0.71329, 1.92014, -0.36031)
H (-2.05755, 1.44653, 0.72247)
H (-2.37780, 1.88774, -0.96073)
H (-3.53309, -0.61796, -0.94650)
H (-2.83279, -1.00379, 0.62911)
H (-2.41328, -1.98281, -0.78336)
H (-0.95274, -0.40054, 1.68957)
H (0.69237, -0.84710, 1.76064)
H (-0.34608, -1.79168, 0.72411)
C (2.49743, -0.86577, -0.15455)
C (1.99371, 1.28228, 1.19890)
C (1.69103, 0.41110, -0.00526)
O (1.32331, 0.99616, -1.05600)
H (2.59322, -1.42270, 0.77548)
H (2.04626, -1.50795, -0.91149)
H (2.13583, 0.70841, 2.11292)
H (3.49827, -0.59007, -0.50133)
H (1.19655, 2.00873, 1.34849)
H (2.91625, 1.83277, 0.98753)

Computed properties:
ΔE to the lowest compared entry with this formula, charge and spin in kcal per mole: 85.6
E in Eh: -406.79392
Strongest force on any atom in eV Å⁻¹: 1.38
E_LUMO (alpha / beta) in hartree: 0.027 / 0.027
Total charge: 0

Taken from the natural (NBO) analysis, the atomic charges in e are: C 0.488; C -0.693; C -0.687; C -0.932; N -0.777; H 0.445; H 0.375; H 0.257; H 0.224; H 0.223; H 0.236; H 0.243; H 0.220; H 0.175; H 0.194; H 0.172; C -0.709; C -0.707; C 0.632; O -0.715; H 0.218; H 0.220; H 0.214; H 0.229; H 0.228; H 0.227

---

No. 5
C2H2ClF3 | ωB97M-V/def2-TZVPD

CARTESIAN COORDINATES (ANGSTROEM)
C (-1.67277, -0.20929, -0.11087)
C (1.08161, 0.21707, -1.37178)
F (-0.67477, -1.24373, -0.41430)
F (-1.96659, 0.35338, -1.27094)
F (0.96419, 0.73365, -0.11778)
Cl (2.67912, 0.04890, -1.48913)
H (-2.47321, -0.64349, 0.37993)
H (-0.96412, 0.41020, 0.29769)

Computed properties:
ΔE to the lowest compared entry with this formula, charge and spin in kcal per mole: 101.0
E in Eh: -837.05169
Strongest force on any atom in eV Å⁻¹: 4.76
E_LUMO in hartree: -0.009
Total charge: 0

Taken from the natural (NBO) analysis, the atomic charges in e are: C 0.424; C 0.281; F -0.403; F -0.322; F -0.369; Cl 0.080; H 0.147; H 0.163

---

No. 6
C16H20N2O4S | ωB97M-V/def2-TZVPD

CARTESIAN COORDINATES (ANGSTROEM)
C (-2.11580, -3.02530, -0.92407)
H (-2.66172, -3.81597, -0.41656)
H (-1.68250, -3.39515, -1.85507)
H (-2.77184, -2.18178, -1.14843)
O (-1.08628, -2.61730, -0.02996)
C (-0.34426, -1.58112, -0.42939)
O (-0.48864, -1.04425, -1.49549)
C (0.61088, -1.19365, 0.68763)
N (1.79634, -0.44325, 0.29507)
C (2.82415, -0.49596, 1.32324)
C (3.70093, 0.73968, 1.26272)
H (3.12347, 1.65809, 1.27055)
H (4.44642, 0.75168, 2.05261)
S (4.57407, 0.67678, -0.32809)
O (5.38423, -0.51046, -0.35823)
O (5.22985, 1.93497, -0.56679)
C (3.18586, 0.47995, -1.47573)
C (2.36235, -0.70921, -1.01609)
H (1.55435, -0.86239, -1.72927)
H (3.01340, -1.59961, -1.00973)
H (2.61819, 1.40384, -1.44190)
H (3.59809, 0.32488, -2.46842)
H (2.35314, -0.56038, 2.30647)
H (3.47422, -1.37829, 1.19720)
H (0.87871, -2.12932, 1.20809)
C (-0.25481, -0.32012, 1.64140)
C (-0.94175, 0.76615, 0.88394)
C (-0.37696, 1.89479, 0.36635)
N (-1.30824, 2.60839, -0.33561)
C (-2.49818, 1.94319, -0.29972)
C (-3.72740, 2.25619, -0.86563)
C (-4.76856, 1.37784, -0.65799)
C (-4.59789, 0.21627, 0.10066)
C (-3.38380, -0.09670, 0.66908)
C (-2.30864, 0.76916, 0.46878)
H (-3.26631, -0.99412, 1.25963)
H (-5.44132, -0.44437, 0.24098)
H (-5.73729, 1.58765, -1.08660)
H (-3.85950, 3.15524, -1.44953)
H (-1.13455, 3.46640, -0.83017)
H (0.63464, 2.24073, 0.45014)
H (0.38741, 0.10772, 2.41170)
H (-0.99443, -0.96090, 2.12225)

Computed properties:
ΔE to the lowest compared entry with this formula, charge and spin in kcal per mole: 33.2
E in Eh: -1430.35467
Strongest force on any atom in eV Å⁻¹: 0.91
E_LUMO in hartree: 0.022
SMILES: COC(=O)[C@H](Cc1c[nH]c2ccccc12)N1CCS(=O)(=O)CC1
Total charge: 0

Taken from the natural (NBO) analysis, the atomic charges in e are: C -0.266; H 0.197; H 0.193; H 0.207; O -0.513; C 0.814; O -0.597; C -0.130; N -0.458; C -0.238; C -0.655; H 0.235; H 0.254; S 2.163; O -0.954; O -0.946; C -0.649; C -0.254; H 0.256; H 0.187; H 0.238; H 0.255; H 0.213; H 0.201; H 0.204; C -0.403; C -0.118; C 0.003; N -0.536; C 0.205; C -0.255; C -0.216; C -0.240; C -0.201; C -0.110; H 0.210; H 0.210; H 0.212; H 0.212; H 0.412; H 0.210; H 0.219; H 0.226

---

Q: total charge of number 3 (C5H9ClP)?
A: +1